4 unconnected molecules or ions with the total composition C29H32F3NO6 in a non-equilibrium geometry. Source: the OMol25 dataset; level of theory: ωB97M-V/def2-TZVPD.

Frontier orbital gap = 9.02 eV
SMILES = COCC1=C(OCCNC[C@H](C)O)C(=O)OC1=O.Fc1ccccc1.Fc1ccccc1.Fc1ccccc1
LUMO energy = -0.0118 hartree
Highest occupied orbital energy = -9.3 eV

XYZ file:
```
71
Properties=species:S:1:pos:R:3:forces:R:3
C -4.53240 -0.33482 6.50958 -0.4 -1.2 0.1
O -4.24581 0.84568 7.29588 1.1 -0.2 -1.6
C -3.50896 1.83336 6.52002 -1.1 0.5 0.0
C -4.57303 2.64081 5.64210 1.0 0.3 -1.6
C -4.41571 3.06830 4.29858 -1.7 -0.2 3.5
O -3.34214 2.94479 3.39269 -2.9 -0.7 1.7
C -3.20128 1.58962 2.88990 1.7 -1.3 -1.9
C -1.64461 1.43485 2.45258 -0.5 0.0 -0.6
N -0.76745 1.10864 3.62259 0.9 0.0 -1.2
C 0.51244 1.88053 3.61186 0.8 0.6 1.0
C 0.58408 3.02946 4.74647 0.6 -0.3 1.4
C 0.80931 2.41114 6.23848 -0.1 -0.2 -0.7
O -0.61185 3.84719 4.79686 0.7 -0.2 -0.2
C -5.83101 3.78603 4.03950 1.3 0.3 -4.2
O -6.21520 3.99730 2.86971 0.5 -0.2 5.0
O -6.47371 4.10587 5.26970 0.4 -2.2 -0.8
C -6.01059 3.09972 6.21671 0.8 -0.9 1.6
O -6.60647 2.74368 7.24240 2.2 1.9 -4.4
H -3.87436 -0.45057 5.57783 -0.8 0.4 1.3
H -5.63514 -0.40086 6.18278 1.6 0.4 0.5
H -4.33609 -1.24361 7.18124 -0.3 1.3 -0.9
H -2.72088 1.34211 5.85484 -1.0 0.8 0.7
H -2.97763 2.54422 7.25461 -1.0 -1.1 -1.1
H -3.47844 0.76957 3.63480 0.4 1.4 -0.8
H -3.79896 1.41696 1.91772 0.5 0.6 1.6
H -1.51355 0.59767 1.66429 -0.6 1.7 1.5
H -1.29803 2.40296 1.92454 -0.7 -1.3 1.1
H -0.48297 0.12268 3.47096 -0.4 0.9 0.4
H 0.77489 2.35765 2.60730 -0.5 -0.7 1.1
H 1.36817 1.14720 3.87270 -1.2 1.3 -0.4
H 1.49444 3.71529 4.53996 -1.3 -1.2 0.0
H -0.19319 2.09160 6.71699 1.6 0.6 -0.9
H 1.46664 1.47415 6.15365 -0.8 1.4 0.3
H 1.32066 3.20885 6.89217 -0.8 -1.3 -0.9
H -0.52516 4.49152 5.52969 0.1 -0.6 -0.6
F -2.61759 -0.80832 0.90115 -0.4 -0.3 -0.1
C -2.02657 -1.52666 -0.07174 0.4 -0.6 -0.8
C -2.58859 -2.73096 -0.46485 -0.2 0.0 0.1
C -1.98082 -3.47104 -1.47371 0.2 0.3 0.0
C -0.81205 -3.00327 -2.07021 0.0 0.0 0.0
C -0.25395 -1.79477 -1.66371 -0.2 -0.3 0.1
C -0.86723 -1.04879 -0.66261 0.0 0.2 0.1
H -3.49371 -3.08271 0.01655 0.0 0.1 0.0
H -2.41643 -4.41120 -1.79452 0.0 0.1 0.1
H -0.33606 -3.58355 -2.85441 0.0 0.1 0.1
H 0.65698 -1.43459 -2.12572 -0.2 0.0 0.1
H -0.45134 -0.10125 -0.33999 0.0 0.0 0.0
F 0.88455 0.08537 -3.74724 0.0 0.2 0.0
C 1.12460 -0.65986 -4.83834 0.2 -0.5 -0.7
C 2.15445 -1.58755 -4.81572 0.0 0.0 0.2
C 2.39995 -2.36336 -5.94404 -0.3 0.1 -0.2
C 1.61926 -2.19448 -7.08552 0.0 0.0 0.0
C 0.59084 -1.25607 -7.09803 0.2 -0.1 0.2
C 0.33797 -0.48801 -5.96642 -0.1 0.1 0.0
H 2.75664 -1.69892 -3.92116 0.0 0.0 0.0
H 3.19735 -3.09685 -5.93487 -0.1 0.1 0.1
H 1.81419 -2.79700 -7.96719 0.0 0.1 0.1
H -0.01348 -1.12306 -7.98908 0.0 0.0 0.1
H -0.46393 0.24084 -5.95522 0.1 0.0 0.0
F 5.36641 -3.13679 -5.25714 0.0 -0.1 0.2
C 6.23241 -2.64038 -6.15698 0.6 0.4 -0.6
C 5.75550 -1.88293 -7.21623 -0.2 0.0 0.0
C 6.65349 -1.36532 -8.14409 0.2 -0.2 0.2
C 8.01616 -1.61983 -8.00842 0.0 0.0 0.0
C 8.48256 -2.38571 -6.94380 -0.3 0.1 -0.1
C 7.58668 -2.89453 -6.00927 0.0 -0.1 0.2
H 4.69118 -1.70207 -7.31033 0.1 0.0 0.0
H 6.29228 -0.76505 -8.97220 0.0 -0.1 0.1
H 8.71546 -1.21920 -8.73534 -0.1 0.0 0.1
H 9.54376 -2.58636 -6.84190 -0.1 0.0 0.0
H 7.93307 -3.48532 -5.16937 -0.1 0.0 0.0
```
Positions in Å, forces in eV/Å.